Below is an isolated molecule of C3H5NO2, with properties calculated with ωB97M-V/def2-TZVPD.

Structure (XYZ):
```
11
Properties=species:S:1:pos:R:3
O -2.3866 0.6729 0.8771
C -1.3365 0.3282 0.4073
N -0.2609 -0.2464 1.0650
C 0.9102 -0.0304 0.2369
C 0.2504 -0.2111 -1.1201
O -1.0047 0.4567 -0.9137
H -0.2320 -0.0953 2.0617
H 1.2535 1.0125 0.2967
H 1.7381 -0.7017 0.4686
H 0.0373 -1.2564 -1.3725
H 0.8101 0.2571 -1.9311
```

2S+1: 1
Energy relative to the best compared isomer or geometry (same formula, charge and spin): 21.64 kJ/mol
E: -8777.4704 eV
HOMO: -10.2 eV
SMILES: O=C1NCCO1

***

Below is an isolated molecule of C3H5NO2, with properties calculated with ωB97M-V/def2-TZVPD.

Structure (XYZ):
```
11
Properties=species:S:1:pos:R:3
N 2.2681 1.0847 -1.5875
C 1.4494 0.4537 -1.0704
C 0.4103 -0.3106 -0.3543
O -0.6016 -0.6746 -1.2735
C -0.1963 0.5279 0.7781
O -1.2511 -0.1892 1.3733
H 0.8872 -1.1978 0.0832
H -0.9240 -1.5457 -1.0124
H -0.5290 1.4919 0.3713
H 0.5534 0.7205 1.5508
H -2.0028 -0.1371 0.7692
```

2S+1: 1
Energy relative to the best compared isomer or geometry (same formula, charge and spin): 147.67 kJ/mol
E: -8776.1642 eV
HOMO: -11.0 eV
SMILES: N#C[C@H](O)CO

***

Below is a cluster of 2 separate species, C3H5NO2 in total, with properties calculated with ωB97M-V/def2-TZVPD.

Structure (XYZ):
```
11
Properties=species:S:1:pos:R:3
O 1.5716 0.4265 0.3628
C 0.7157 -0.4272 -0.4539
C -0.6120 0.2721 -0.0990
O -0.5782 1.5089 -0.3277
C -1.8489 -0.4968 -0.3581
N -2.7940 -1.1008 -0.6396
H 0.7859 0.2837 1.2631
H 0.9803 -0.3041 -1.5034
H 0.8292 -1.4506 -0.0968
H -0.3156 0.0198 1.3100
H 1.2083 1.3245 0.0698
```

2S+1: 1
Energy relative to the best compared isomer or geometry (same formula, charge and spin): 479.33 kJ/mol
E: -8772.7268 eV
HOMO: -10.1 eV

***

Below is a cluster of 2 separate species, C3H5NO2 in total, with properties calculated with ωB97M-V/def2-TZVPD.

Structure (XYZ):
```
11
Properties=species:S:1:pos:R:3
O 0.1679 1.8612 -0.8506
C 0.0406 0.8977 0.0510
C -0.7905 -0.2522 -0.2233
N -0.4976 -1.3596 0.4985
C 1.5929 -1.0712 0.2130
O 2.3101 -1.9468 0.4174
H 0.4570 2.6851 -0.4360
H 0.3614 1.0753 1.0743
H -1.5112 0.5304 0.3327
H -1.1697 -0.2627 -1.2563
H -1.0373 -2.1561 0.1680
```

2S+1: 1
Energy relative to the best compared isomer or geometry (same formula, charge and spin): 467.76 kJ/mol
E: -8772.8467 eV
HOMO: -7.9 eV

***

Below is an isolated molecule of C3H5NO2, with properties calculated with ωB97M-V/def2-TZVPD.

Structure (XYZ):
```
11
Properties=species:S:1:pos:R:3
C 0.6027 1.4204 -0.7978
C 0.3989 0.3206 0.2093
O 1.3033 0.0669 0.9767
N -0.7219 -0.4989 0.1280
C -0.7560 -1.7048 0.8260
O -1.7233 -2.4239 0.8483
H 1.5407 1.0474 -1.1987
H 0.8405 2.3681 -0.3113
H -0.1553 1.5814 -1.5724
H -1.5309 -0.2655 -0.4328
H 0.2013 -1.9118 1.3247
```

2S+1: 1
Energy relative to the best compared isomer or geometry (same formula, charge and spin): 20.00 kJ/mol
E: -8777.4874 eV
HOMO: -10.1 eV
SMILES: CC(=O)NC=O

***

Below is an isolated molecule of C3H5NO2, with properties calculated with ωB97M-V/def2-TZVPD.

Structure (XYZ):
```
11
Properties=species:S:1:pos:R:3
C -1.3830 0.2385 -0.4355
C -0.0646 -0.3219 -0.8987
O 0.0911 -0.8724 -1.9663
N 1.0648 -0.1479 -0.0764
C 1.1358 0.0864 1.2814
O 0.1966 0.2152 2.0309
H -2.0108 -0.5777 -0.0621
H -1.2678 0.9713 0.3620
H -1.8735 0.6741 -1.3109
H 1.9243 -0.4035 -0.5446
H 2.1871 0.1380 1.6201
```

2S+1: 1
Energy relative to the best compared isomer or geometry (same formula, charge and spin): 9.60 kJ/mol
E: -8777.5952 eV
HOMO: -10.4 eV
SMILES: CC(=O)NC=O

***

Below is an isolated molecule of C3H5NO2, with properties calculated with ωB97M-V/def2-TZVPD.

Structure (XYZ):
```
11
Properties=species:S:1:pos:R:3
N -1.3572 0.5245 0.2044
C -0.9134 -0.7821 0.4110
O -1.6966 -1.6862 0.6576
C 0.5236 -1.0190 0.3923
C 1.2957 0.7943 -0.9046
O 1.4317 -0.1965 -0.0903
H -0.7260 1.2741 0.4715
H -2.2978 0.6483 0.5583
H 0.9423 -1.8657 0.9158
H 0.3535 0.9376 -1.4173
H 2.2013 1.3386 -1.1224
```

2S+1: 1
Energy relative to the best compared isomer or geometry (same formula, charge and spin): 341.76 kJ/mol
E: -8774.1526 eV
HOMO (alpha / beta): -8.3 / -8.2 eV

***

Below is a cluster of 2 separate species, C3H5NO2 in total, with properties calculated with ωB97M-V/def2-TZVPD.

Structure (XYZ):
```
11
Properties=species:S:1:pos:R:3
C -0.0338 0.6575 -0.2261
C -0.4790 -0.3770 1.0346
C 0.6594 -0.6062 -0.7800
H 0.0766 2.7550 -1.3754
H 0.6598 1.2742 0.3450
H 0.1049 -0.2071 2.0302
H -1.5464 -0.2346 1.4472
H -0.0280 -2.3962 0.1798
N -0.0491 -1.4445 0.0405
O -0.8120 1.3314 -1.0623
O 1.4476 -0.7526 -1.6334
```

2S+1: 1
Energy relative to the best compared isomer or geometry (same formula, charge and spin): 614.14 kJ/mol
E: -8771.3296 eV
HOMO: -9.3 eV

***

Below is an isolated molecule of C3H5NO2, with properties calculated with ωB97M-V/def2-TZVPD.

Structure (XYZ):
```
11
Properties=species:S:1:pos:R:3
N -2.6156 -0.9376 -1.0790
C -1.7545 -0.4225 -0.5052
C -0.6316 0.1791 0.2339
O -0.4941 1.5213 -0.1617
C 0.6646 -0.5947 -0.0329
O 1.7014 0.0935 0.6449
H -0.8602 0.1082 1.3084
H 0.2554 1.8523 0.3552
H 0.8428 -0.6456 -1.1138
H 0.5861 -1.6156 0.3583
H 2.3056 0.4617 -0.0082
```

2S+1: 1
Energy relative to the best compared isomer or geometry (same formula, charge and spin): 146.77 kJ/mol
E: -8776.1735 eV
HOMO: -11.0 eV
SMILES: N#C[C@H](O)CO

***

Below is an isolated molecule of C3H5NO2, with properties calculated with ωB97M-V/def2-TZVPD.

Structure (XYZ):
```
11
Properties=species:S:1:pos:R:3
C -1.2846 -0.1758 0.2688
C -0.3222 0.9722 0.0048
O -0.6416 2.1258 0.0911
N 0.9989 0.6084 -0.4945
C 1.5092 -0.5729 0.0856
O 1.4294 -1.6679 -0.4066
H -1.6591 -0.5234 -0.7037
H -2.1237 0.1886 0.8589
H -0.8479 -1.0581 0.7452
H 0.9437 0.4958 -1.5071
H 1.9979 -0.3928 1.0574
```

2S+1: 1
Energy relative to the best compared isomer or geometry (same formula, charge and spin): 104.76 kJ/mol
E: -8776.6089 eV
HOMO: -10.6 eV
SMILES: CC(=O)NC=O

***

Below is a cluster of 2 separate species, C3H5NO2 in total, with properties calculated with ωB97M-V/def2-TZVPD.

Structure (XYZ):
```
11
Properties=species:S:1:pos:R:3
H -0.2759 1.4867 1.7351
N 0.3475 1.4277 0.9268
C 0.2633 0.2919 0.4019
C 0.9510 -0.3991 -0.7522
O 0.3156 -1.6465 -0.3465
C -0.4059 -1.0582 0.6559
O -1.2125 -1.5408 1.3848
H 0.6592 -0.1479 -1.7756
H 2.0325 -0.4199 -0.6383
H -1.2351 1.2959 -0.6023
H -1.5329 0.7535 -1.0149
```

2S+1: 1
Energy relative to the best compared isomer or geometry (same formula, charge and spin): 291.95 kJ/mol
E: -8774.6689 eV
HOMO: -10.6 eV
SMILES: [H]/N=C1/COC1=O.[H][H]

***

Below is a cluster of 2 separate species, C3H5NO2 in total, with properties calculated with ωB97M-V/def2-TZVPD.

Structure (XYZ):
```
11
Properties=species:S:1:pos:R:3
C 0.5455 -0.4051 -0.0147
C 1.8462 -0.5370 0.1243
C -2.5514 0.6978 -1.0270
N -2.2609 0.6800 0.1495
O -3.1183 0.5857 -2.0069
O 2.5521 -0.4048 1.3029
H -0.2670 -0.4708 0.6991
H 2.5221 -0.3861 -0.7522
H 0.2449 -0.3790 -1.0421
H -1.4651 1.1917 0.5123
H 1.9520 -0.5724 2.0549
```

2S+1: 3
Energy relative to the best compared isomer or geometry (same formula, charge and spin): 104.61 kJ/mol
E: -8771.4212 eV
HOMO (alpha / beta): -5.2 / -11.0 eV

***

Below is an isolated molecule of C3H5NO2, with properties calculated with ωB97M-V/def2-TZVPD.

Structure (XYZ):
```
11
Properties=species:S:1:pos:R:3
C -1.3761 0.3917 0.0901
C 1.0152 0.8513 -0.0496
C -0.0547 -0.1582 -0.1179
N -2.5049 0.5948 0.2733
O -0.1231 -0.9587 -1.2087
O 0.1748 -1.0368 1.2857
H 1.4563 0.8893 0.9926
H 0.8093 1.8768 -0.2942
H 1.9116 0.5646 -0.7076
H -1.0469 -1.0819 -1.4796
H -0.2614 -1.9328 1.2160
```

2S+1: 3
Energy relative to the best compared isomer or geometry (same formula, charge and spin): 271.72 kJ/mol
E: -8769.6892 eV
HOMO (alpha / beta): -5.2 / -11.4 eV

***

Below is a structure of composition C3H5NO2S, with properties calculated with ωB97M-V/def2-TZVPD.

Structure (XYZ):
```
12
Properties=species:S:1:pos:R:3
C -0.0732 0.5614 -0.0243
C 0.3066 0.2666 1.1699
C 0.6914 -1.7266 1.4021
N 0.8130 1.1510 2.1388
O 0.3086 1.3182 3.2374
O 1.8418 1.7361 1.7636
S 0.5109 -2.5204 -0.2985
H -0.1570 1.6989 -0.2971
H -0.4314 -0.2673 -0.7460
H 1.6144 -1.6080 1.9501
H -0.1925 -2.0043 2.0093
H 1.8118 -2.0799 -0.5697
```

2S+1: 1
Energy relative to the best compared isomer or geometry (same formula, charge and spin): 615.30 kJ/mol
E: -19606.1340 eV
HOMO: -9.9 eV

***

Below is an isolated molecule of C3H5NO2S, with properties calculated with ωB97M-V/def2-TZVPD.

Structure (XYZ):
```
12
Properties=species:S:1:pos:R:3
O -2.4447 -1.0299 -0.2746
C -1.2982 -0.9057 -0.3158
O -0.2752 -1.6804 -0.1411
C 0.8777 -1.0614 0.4633
C 0.8280 0.3472 -0.1232
N -0.5424 0.7442 -0.4464
S -1.3135 1.9856 0.4934
H 1.8881 -1.4070 0.0037
H 0.8577 -1.2592 1.6272
H 1.2779 1.1029 0.4728
H 1.3117 0.3181 -1.1767
H -1.1670 2.8456 -0.5826
```

2S+1: 1
Energy relative to the best compared isomer or geometry (same formula, charge and spin): 245.37 kJ/mol
E: -19609.9681 eV
HOMO: -9.1 eV
SMILES: O=C1OCCN1S

***

Below is an isolated molecule of C3H5NO2S, with properties calculated with ωB97M-V/def2-TZVPD.

Structure (XYZ):
```
12
Properties=species:S:1:pos:R:3
O -2.7781 0.2212 -0.6966
C -1.6654 0.0926 -0.2689
C -0.8314 -1.1312 0.1565
C 0.3797 -0.2406 0.4263
S 1.7353 -0.4230 -0.6919
O 2.8209 0.6331 -0.0215
N -0.7072 1.0038 -0.0095
H -1.2174 -1.6499 1.0312
H -0.6828 -1.8559 -0.6418
H 0.7025 -0.0675 1.4446
H 2.8905 1.4212 -0.5749
H -0.6466 1.9963 -0.1536
```

2S+1: 1
Energy relative to the best compared isomer or geometry (same formula, charge and spin): 154.00 kJ/mol
E: -19610.9150 eV
HOMO: -9.3 eV
SMILES: O=C1C[C@@H](SO)N1

***

Below is an isolated molecule of C3H5NO2S, with properties calculated with ωB97M-V/def2-TZVPD.

Structure (XYZ):
```
12
Properties=species:S:1:pos:R:3
C -1.5404 1.8975 -0.1339
C -0.8414 0.9339 -0.3959
C 0.1583 -0.0766 -0.6984
N -0.2313 -1.3868 0.0617
O 2.6139 -0.7156 0.1160
O 1.6531 1.5599 0.6626
S 2.0238 0.4625 -0.4997
H -2.4031 2.4876 -0.1132
H -0.1158 -0.4354 -1.7836
H 1.6670 1.1712 1.4882
H -0.3943 -1.2075 1.0436
H 0.6547 -1.8727 -0.0803
```

2S+1: 1
Energy relative to the best compared isomer or geometry (same formula, charge and spin): 369.12 kJ/mol
E: -19608.6855 eV
HOMO: -9.5 eV

***

Below is an isolated molecule of C3H5NO2S, with properties calculated with ωB97M-V/def2-TZVPD.

Structure (XYZ):
```
12
Properties=species:S:1:pos:R:3
C -0.4037 1.7386 -1.7942
O 0.1562 0.9527 -0.7476
C -0.5451 -0.1538 -0.4557
N -0.2859 -0.9928 0.4729
S 0.9892 -0.5357 1.5160
C 0.9881 -1.9343 2.5596
O 1.6718 -1.9206 3.5560
H -1.3311 2.2946 -1.4401
H 0.4001 2.5189 -1.9660
H -0.5405 1.1008 -2.7386
H -1.4442 -0.3008 -1.1225
H 0.3451 -2.7677 2.1602
```

2S+1: 1
Energy relative to the best compared isomer or geometry (same formula, charge and spin): 161.13 kJ/mol
E: -19610.8412 eV
HOMO: -9.0 eV
SMILES: CO/C=N\SC=O

***

Below is a cluster of 2 separate species, C3H5NO2S in total, with properties calculated with ωB97M-V/def2-TZVPD.

Structure (XYZ):
```
12
Properties=species:S:1:pos:R:3
C -0.3151 -0.2203 0.9482
C 0.0399 -0.8644 -0.3182
C -0.4246 0.5420 -0.3415
N -0.4606 2.6372 -3.0284
O 0.6591 2.2946 -3.0151
O -1.0746 3.5454 -3.4369
S -1.8730 1.0280 -1.1628
H -1.2578 -0.5558 1.4580
H 0.4111 -0.0828 1.6524
H 1.0311 -1.0496 -0.4897
H -0.5750 -1.5920 -0.9454
H 0.3937 1.2574 -0.6260
```

2S+1: 1
Energy relative to the best compared isomer or geometry (same formula, charge and spin): 608.47 kJ/mol
E: -19606.2048 eV
HOMO (alpha / beta): -9.1 / -8.7 eV

***

Below is a cluster of 2 separate species, C3H5NO2S in total, with properties calculated with ωB97M-V/def2-TZVPD.

Structure (XYZ):
```
12
Properties=species:S:1:pos:R:3
C -1.1471 -0.3885 -2.5910
C 1.2519 1.5497 3.1729
C -0.2560 -0.4065 -1.6216
N 1.8892 0.9503 2.4455
O -1.1974 0.1370 0.7274
O 0.7601 -1.4071 0.5910
S -0.7577 -1.0569 0.0171
H -0.9471 0.0137 -3.5726
H -2.1395 -0.7803 -2.4280
H 0.6725 2.0873 3.8751
H 1.1220 -0.6707 1.1016
H 0.7490 -0.0281 -1.7175
```

2S+1: 1
Energy relative to the best compared isomer or geometry (same formula, charge and spin): 247.42 kJ/mol
E: -19609.9469 eV
HOMO: -9.4 eV